DFT (the ωB97M-V functional and the def2-TZVPD basis) results for a structure of composition C43H64BCrFN9O3.

Last column: Löwdin charge in e.
Positions of all 122 atoms, in Å:
Cr1 0.839 -0.411 -0.823  0.957
C1 -0.621 -0.813 -4.737  -0.037
C2 0.835 -0.642 -4.302  -0.338
C3 1.038 0.654 -3.539  -0.054
C4 1.300 -1.811 -3.493  -0.225
C5 1.671 -3.078 -3.926  0.069
C6 2.031 -3.785 -2.792  -0.161
C7 2.577 -5.186 -2.794  -0.336
C8 1.692 -6.207 -2.084  -0.049
C9 4.013 -5.249 -2.277  -0.049
N1 1.858 -2.967 -1.733  0.093
N2 1.421 -1.764 -2.167  -0.012
B1 2.211 -3.005 -0.233  -0.446
N3 3.225 -1.838 0.021  0.086
N4 2.843 -0.568 -0.332  0.021
C10 3.826 0.266 0.044  -0.230
C11 4.841 -0.471 0.636  0.051
C12 4.423 -1.789 0.632  -0.164
C13 5.248 -2.913 1.202  -0.332
C14 6.246 -3.430 0.162  -0.034
C15 4.491 -4.052 1.879  -0.062
C16 3.832 1.746 -0.199  -0.353
C17 2.436 2.328 -0.267  -0.067
C18 4.638 2.080 -1.457  -0.040
N5 0.971 -2.687 0.691  0.090
N6 0.746 -1.357 0.965  0.023
C19 0.166 -1.279 2.176  -0.191
C20 -0.074 -2.573 2.629  0.051
C21 0.462 -3.432 1.689  -0.174
C22 0.348 -4.931 1.714  -0.324
C23 1.636 -5.695 2.011  -0.050
C24 -0.356 -5.401 0.439  -0.037
C25 0.048 -0.040 3.043  -0.328
C26 -0.393 -0.428 4.455  -0.073
C27 -0.835 1.099 2.548  -0.049
H1 -0.943 0.044 -5.329  0.084
H2 -1.268 -0.906 -3.863  0.077
H3 -0.745 -1.709 -5.343  0.088
H4 1.464 -0.612 -5.196  0.151
H5 0.323 0.734 -2.704  0.054
H6 0.805 1.522 -4.158  0.104
H7 2.063 0.759 -3.177  0.077
H8 1.701 -3.439 -4.939  0.127
H9 2.593 -5.453 -3.855  0.139
H10 1.699 -6.054 -1.008  0.047
H11 2.070 -7.210 -2.278  0.092
H12 0.660 -6.161 -2.431  0.094
H13 4.035 -5.094 -1.199  0.048
H14 4.647 -4.500 -2.750  0.090
H15 4.438 -6.232 -2.478  0.092
H16 2.672 -4.051 0.051  0.093
H17 5.765 -0.095 1.040  0.130
H18 5.832 -2.414 1.981  0.139
H19 5.730 -3.877 -0.685  0.056
H20 6.888 -4.188 0.608  0.091
H21 6.877 -2.625 -0.212  0.086
H22 4.144 -4.795 1.164  0.047
H23 3.629 -3.692 2.442  0.081
H24 5.160 -4.558 2.573  0.095
H25 4.344 2.191 0.660  0.148
H26 1.896 1.948 -1.138  0.048
H27 2.473 3.411 -0.397  0.096
H28 1.861 2.112 0.633  0.080
H29 4.177 1.634 -2.340  0.077
H30 5.655 1.696 -1.385  0.087
H31 4.689 3.158 -1.605  0.085
H32 -0.540 -2.869 3.550  0.118
H33 -0.323 -5.125 2.557  0.140
H34 2.357 -5.632 1.201  0.038
H35 1.400 -6.748 2.162  0.092
H36 2.114 -5.326 2.918  0.083
H37 0.215 -5.123 -0.448  0.043
H38 -1.338 -4.940 0.347  0.086
H39 -0.472 -6.485 0.449  0.094
H40 1.073 0.346 3.121  0.147
H41 -1.398 -0.852 4.449  0.090
H42 -0.408 0.457 5.089  0.082
H43 0.281 -1.151 4.911  0.086
H44 -1.850 0.745 2.351  0.091
H45 -0.443 1.565 1.650  0.048
H46 -0.893 1.863 3.323  0.088
C28 -6.208 1.496 1.832  -0.050
C29 -5.908 1.339 0.352  -0.169
N7 -4.463 1.351 0.073  -0.009
C30 -3.834 0.181 -0.105  0.066
C31 -2.491 0.053 -0.319  -0.020
C32 -1.925 -1.310 -0.587  -0.537
O1 -2.533 -2.304 -0.270  0.124
O2 -0.804 -1.287 -1.255  -0.118
C33 -1.675 1.203 -0.321  -0.288
O3 -0.412 1.165 -0.426  -0.119
C34 -2.348 2.476 -0.153  -0.046
C35 -1.607 3.669 -0.162  0.103
C36 -2.241 4.856 0.015  -0.180
F1 -1.520 5.999 0.070  0.078
C37 -3.638 4.950 0.189  -0.136
C38 -4.366 3.778 0.211  0.070
C39 -3.735 2.531 0.054  -0.101
N8 -4.238 6.197 0.366  -0.096
C40 -3.939 7.337 -0.469  -0.126
C41 -3.580 8.535 0.389  -0.073
N9 -4.734 8.800 1.326  0.064
C42 -5.090 7.592 2.155  -0.072
C43 -5.364 6.406 1.237  -0.134
H47 -7.284 1.504 1.991  0.089
H48 -5.793 2.420 2.233  0.067
H49 -5.788 0.665 2.398  0.089
H50 -6.383 2.112 -0.252  0.121
H51 -6.284 0.387 -0.018  0.130
H52 -4.447 -0.712 -0.075  0.160
H53 -0.533 3.631 -0.282  0.141
H54 -5.437 3.833 0.322  0.112
H55 -4.819 7.583 -1.083  0.143
H56 -3.125 7.125 -1.155  0.141
H57 -3.415 9.440 -0.193  0.144
H58 -2.711 8.326 1.012  0.141
H59 -5.551 9.079 0.773  0.187
H60 -4.518 9.590 1.938  0.189
H61 -5.957 7.854 2.760  0.143
H62 -4.233 7.399 2.799  0.146
H63 -6.290 6.581 0.670  0.142
H64 -5.526 5.533 1.869  0.137

Results
- Spin multiplicity: 2
- Charge: +2
- ⟨S²⟩: 0.759
- Total energy: -3564.310751 Ha